C13H31CrF6N3O10S2 | ωB97M-V/def2-TZVPD

Properties
Largest force on an atom ... 3.02 eV/Å
Charge ... +2
ΔE to the lowest compared entry with this formula, charge and spin ... 0.9 kcal per mole
Multiplicity ... 5
HOMO (spin up / spin down) ... -14.606 / -14.678 eV

XYZ file:
```
66
Properties=species:S:1:pos:R:3:forces:R:3
Cr 0.935 2.469 0.015 -2.78 0.15 1.06
O -0.487 1.499 -1.042 1.36 0.17 -0.86
H -0.287 0.565 -1.177 -0.06 -0.17 0.46
C -2.593 -0.399 0.796 0.20 0.34 -0.78
C -3.490 0.785 1.012 0.34 -0.39 0.25
O -4.380 0.871 1.775 -0.44 0.11 0.10
N -3.186 1.969 0.135 0.92 -0.13 0.02
H -3.106 2.828 0.733 -0.37 0.08 0.56
H -2.205 1.904 -0.217 -0.42 -0.14 -0.17
C -4.158 2.165 -0.967 -0.25 0.81 -0.11
H -1.569 -0.118 1.049 -0.08 -0.04 0.45
H -2.535 -0.618 -0.278 -0.28 -0.06 0.02
H -2.965 -1.267 1.327 0.08 0.08 0.20
H -4.176 3.238 -1.155 0.14 -0.08 -0.39
H -5.182 1.914 -0.702 0.19 -0.30 0.43
H -3.866 1.600 -1.846 0.09 -0.01 -0.01
C -2.456 2.005 -5.173 0.14 -0.13 -0.40
C -1.063 2.381 -4.781 -1.21 0.79 0.93
O -0.559 3.433 -4.926 0.74 0.08 -0.29
N -0.328 1.403 -3.871 0.18 -1.50 0.33
H -0.394 1.612 -2.828 0.14 0.86 -0.10
H -0.780 0.482 -3.855 -0.20 0.18 -0.57
C 1.088 1.171 -4.333 -0.54 -0.09 -0.45
H -2.474 1.128 -5.822 -0.05 -0.13 0.18
H -2.889 2.837 -5.722 0.12 0.05 -0.02
H -3.069 1.845 -4.284 0.10 -0.22 0.06
H 1.545 0.398 -3.725 0.14 0.29 0.28
H 1.604 2.123 -4.369 0.15 -0.06 0.21
H 1.012 0.766 -5.342 0.12 0.13 -0.05
C 3.141 -3.833 -0.253 -0.13 0.57 -0.43
N 2.554 -3.804 1.116 0.76 -0.24 0.84
C 3.441 -2.993 2.019 0.28 0.57 -0.47
C 1.193 -3.191 1.054 0.16 -0.62 -0.52
C 2.461 -5.230 1.659 0.15 0.21 -0.74
C 3.782 -5.884 1.956 0.50 -1.30 -0.16
O 4.384 -6.315 0.722 0.01 0.63 0.53
H 3.061 -2.827 -0.667 0.14 0.03 0.11
H 2.559 -4.490 -0.896 0.06 -0.19 0.16
H 4.180 -4.138 -0.213 -0.08 -0.18 0.02
H 3.260 -1.948 1.774 -0.21 0.04 0.43
H 4.497 -3.143 1.799 -0.13 -0.44 -0.11
H 3.269 -3.243 3.060 -0.32 0.22 0.02
H 1.292 -2.173 0.688 0.00 0.03 0.12
H 0.701 -3.214 2.019 0.11 -0.01 0.07
H 0.657 -3.793 0.320 -0.30 0.12 0.15
H 2.038 -5.791 0.825 -0.40 -0.16 0.33
H 1.812 -5.209 2.529 -0.03 0.02 0.00
H 3.573 -6.810 2.506 -0.35 0.32 0.27
H 4.484 -5.322 2.578 -0.18 0.26 -0.13
H 5.139 -6.857 0.981 0.02 -0.05 -0.33
C -2.056 6.161 0.327 0.20 -1.14 0.64
F -2.541 7.063 1.141 -0.11 0.25 0.17
F -3.043 5.680 -0.444 -0.10 0.14 -0.35
F -1.113 6.685 -0.431 0.16 0.14 -0.28
S -1.384 4.694 1.290 0.59 0.54 1.06
O -2.563 4.037 1.828 -0.12 -0.03 -0.56
O -0.759 3.869 0.223 0.43 -0.34 -1.15
O -0.408 5.158 2.227 -0.36 0.23 -0.31
C 0.956 -0.038 3.761 0.27 1.32 0.04
F 0.821 -0.060 5.067 -0.23 -0.20 0.10
F 2.276 0.044 3.501 -0.09 -0.37 -0.46
F 0.482 -1.183 3.253 -0.02 -0.05 -0.30
S 0.097 1.540 3.162 -0.66 1.34 2.62
O 0.137 1.614 1.672 0.87 -0.99 -1.18
O -1.248 1.375 3.645 0.46 -0.52 -0.85
O 0.881 2.576 3.776 0.15 -0.80 -0.69
```
Forces are in eV/Å.

---

C16H23N3 | ωB97M-V/def2-TZVPD

Properties
Largest force on an atom ... 1.68 eV/Å
Charge ... +2
ΔE to the lowest compared entry with this formula, charge and spin ... 0.0 kcal per mole
HOMO ... -15.286 eV

XYZ file:
```
42
Properties=species:S:1:pos:R:3:forces:R:3
C 6.338 -1.099 -0.074 0.27 0.35 0.49
C 4.844 -0.840 0.247 0.07 -0.69 -0.42
C 4.030 -2.057 -0.263 0.23 0.30 0.74
C 4.348 0.491 -0.380 0.63 -1.48 0.46
N 2.877 0.620 -0.167 -0.19 0.61 -0.28
C 2.328 0.474 1.042 0.92 -0.21 1.09
C 0.986 0.548 1.262 -1.32 -0.03 -0.17
C 0.139 0.788 0.183 -0.03 0.47 -0.38
C -1.351 0.846 0.312 0.54 -0.72 0.30
C -2.007 -0.369 0.518 0.51 0.00 -0.04
C -3.367 -0.390 0.615 0.02 -0.19 -0.03
N -4.067 0.754 0.502 -0.87 -0.86 0.48
C -5.566 0.654 0.571 -0.01 0.04 -0.73
C -6.108 0.040 -0.748 0.11 -0.41 -0.32
N -6.097 -1.438 -0.789 0.86 0.54 0.67
C -3.458 1.918 0.336 -0.05 1.10 -0.19
C -2.091 2.010 0.240 0.62 0.01 -0.14
C 0.716 0.972 -1.070 -0.74 0.06 0.19
C 2.072 0.882 -1.201 0.46 0.08 -0.95
H 6.942 -0.857 0.809 0.02 0.14 -0.32
H 6.722 -0.518 -0.921 -0.15 -0.08 0.11
H 6.540 -2.155 -0.274 -0.25 0.18 -0.06
H 4.769 -0.790 1.341 -0.16 0.06 -0.20
H 4.315 -2.914 0.358 -0.07 0.08 -0.22
H 2.950 -1.924 -0.117 0.12 -0.14 -0.33
H 4.298 -2.301 -1.296 -0.31 0.14 0.07
H 4.523 0.386 -1.454 -0.16 0.49 0.11
H 4.891 1.331 0.062 -0.33 0.13 -0.23
H 2.996 0.285 1.877 0.05 0.03 -0.26
H 0.538 0.402 2.240 0.45 0.04 0.03
H -1.444 -1.295 0.596 -0.15 0.10 0.00
H -3.898 -1.320 0.766 -0.17 0.27 0.06
H -5.929 1.669 0.746 -0.06 -0.22 0.02
H -5.813 -0.001 1.411 0.04 0.32 0.01
H -5.499 0.391 -1.592 -0.24 0.15 0.17
H -7.133 0.372 -0.944 0.19 0.14 0.35
H -5.216 -1.773 -1.173 -0.24 -0.02 -0.27
H -6.089 -1.782 0.169 -0.54 -0.28 -0.19
H -4.056 2.822 0.267 -0.18 -0.32 0.06
H -1.600 2.970 0.112 -0.24 -0.07 0.00
H 0.101 1.173 -1.942 0.19 -0.02 0.07
H 2.525 1.026 -2.178 0.16 -0.09 0.26
```
Forces are in eV/Å.

---

C22H35BLiN6O3 | ωB97M-V/def2-TZVPD

Properties
Largest force on an atom ... 0.17 eV/Å
Charge ... -1
ΔE to the lowest compared entry with this formula, charge and spin ... 0.0 kcal per mole
HOMO ... -5.347 eV

XYZ file:
```
68
Properties=species:S:1:pos:R:3:forces:R:3
Li 1.187 -0.193 0.674 -0.08 0.02 -0.02
C 4.153 1.743 -0.108 0.00 0.00 0.00
C 2.917 2.587 -0.414 0.00 0.02 0.01
C 3.312 3.978 -0.900 -0.01 -0.01 0.01
C 2.022 1.894 -1.406 0.00 0.00 -0.04
C 1.518 2.380 -2.626 0.01 -0.04 -0.01
C 0.759 1.342 -3.123 0.03 0.06 -0.02
N 0.814 0.324 -2.252 0.00 -0.11 0.01
N 1.586 0.653 -1.195 -0.05 0.11 0.12
B 0.081 -1.022 -2.434 0.02 0.02 0.01
N 0.652 -2.134 -1.529 -0.03 -0.01 -0.02
C 0.789 -3.421 -1.897 0.03 -0.01 0.03
C 1.101 -4.166 -0.781 -0.01 0.01 0.01
C 1.128 -3.224 0.266 0.02 -0.04 -0.05
N 0.854 -2.015 -0.199 0.02 0.03 0.02
C 1.415 -3.431 1.724 0.01 0.00 0.01
C 0.397 -4.385 2.350 0.00 0.01 0.00
C 2.842 -3.935 1.940 0.00 0.01 -0.01
N -1.444 -0.834 -2.197 0.00 0.05 -0.02
C -2.429 -1.303 -2.982 0.00 -0.05 0.02
C -3.639 -1.026 -2.379 0.02 0.05 0.01
C -3.284 -0.358 -1.192 -0.08 0.01 -0.05
N -1.965 -0.244 -1.105 0.04 -0.06 0.06
C -4.158 0.147 -0.078 0.04 0.02 0.02
C -5.594 0.368 -0.542 0.00 -0.03 0.00
C -4.107 -0.811 1.116 0.01 0.04 0.02
H 4.776 2.244 0.635 0.01 0.00 0.00
H 4.743 1.583 -1.015 0.01 0.00 0.00
H 3.866 0.775 0.298 0.00 0.00 0.00
H 2.366 2.699 0.523 0.00 -0.02 -0.01
H 3.881 3.924 -1.832 0.00 0.00 0.00
H 3.934 4.471 -0.151 0.00 0.00 0.00
H 2.435 4.605 -1.071 0.00 0.00 -0.01
H 1.691 3.340 -3.082 0.00 0.01 0.00
H 0.191 1.254 -4.035 -0.01 -0.01 0.00
H 0.190 -1.402 -3.577 0.00 0.00 -0.02
H 0.651 -3.714 -2.924 0.00 0.01 -0.01
H 1.287 -5.226 -0.731 0.00 0.00 0.00
H 1.314 -2.455 2.207 0.00 0.00 -0.01
H 0.455 -5.372 1.884 0.00 0.00 0.00
H -0.618 -4.008 2.218 0.00 0.00 0.00
H 0.586 -4.504 3.419 0.00 0.00 0.00
H 2.985 -4.905 1.456 0.00 0.00 0.00
H 3.055 -4.052 3.004 0.00 0.00 0.00
H 3.568 -3.238 1.520 0.00 0.00 0.00
H -2.196 -1.799 -3.910 0.00 0.00 0.00
H -4.623 -1.255 -2.750 0.00 -0.01 0.00
H -3.745 1.107 0.248 -0.01 -0.01 -0.02
H -6.054 -0.582 -0.826 -0.01 0.01 -0.01
H -5.637 1.035 -1.405 0.00 0.01 0.01
H -6.194 0.799 0.260 0.00 0.01 0.01
H -4.493 -1.793 0.832 0.00 -0.01 -0.01
H -4.711 -0.428 1.943 -0.01 -0.01 0.00
H -3.082 -0.931 1.468 0.00 -0.01 -0.01
C -1.530 1.603 3.057 0.01 -0.01 -0.02
C -0.537 1.547 1.902 -0.04 0.05 0.03
C -0.834 2.643 0.882 0.01 -0.02 0.00
O -0.615 0.262 1.286 0.03 -0.06 -0.01
C 0.913 1.745 2.443 0.07 0.01 0.02
O 1.106 2.763 3.119 -0.01 -0.01 -0.01
O 1.767 0.867 2.110 -0.04 -0.02 -0.05
H -2.551 1.488 2.676 0.00 0.01 0.01
H -1.437 2.551 3.583 0.00 0.00 0.00
H -1.330 0.791 3.758 0.00 0.00 0.00
H -1.866 2.568 0.526 0.01 0.00 0.02
H -0.172 2.556 0.017 0.00 0.00 0.01
H -0.684 3.616 1.347 0.00 0.01 -0.01
H -1.153 0.265 0.465 0.01 0.00 -0.03
```
Forces are in eV/Å.

---

> The highest ΔE to the lowest compared entry with this formula, charge and spin belongs to which entry?

C13H31CrF6N3O10S2

---

> Look up the largest force on an atom of the first one.

3.02 eV/Å

---

> Among the records above, which one has the highest ΔE to the lowest compared entry with this formula, charge and spin?

C13H31CrF6N3O10S2

---

> The lowest largest force on an atom belongs to which entry?

C22H35BLiN6O3